[1]
{"formula": "C29H25CsN4O10S", "method": "ωB97M-V/def2-TZVPD", "species": ["Cs", "C", "C", "C", "C", "C", "C", "C", "S", "O", "O", "N", "C", "C", "C", "C", "C", "N", "H", "H", "H", "H", "H", "H", "H", "H", "H", "H", "H", "C", "C", "C", "C", "C", "C", "C", "C", "C", "C", "O", "O", "H", "H", "H", "H", "H", "H", "H", "H", "H", "H", "H", "O", "C", "O", "C", "C", "C", "C", "C", "C", "N", "O", "O", "N", "O", "O", "H", "H", "H"], "positions_angstrom": [[1.787, 0.687, -0.800], [-3.041, -1.946, 6.028], [-1.961, -1.787, 4.993], [-2.211, -1.140, 3.787], [-1.198, -0.948, 2.863], [0.077, -1.405, 3.134], [0.338, -2.057, 4.325], [-0.675, -2.247, 5.249], [1.392, -1.213, 1.894], [2.385, -2.227, 2.207], [1.862, 0.148, 2.014], [0.723, -1.338, 0.474], [0.180, -2.436, -0.050], [-0.028, -3.647, 0.658], [-0.563, -4.728, 0.002], [-0.925, -4.613, -1.341], [-0.744, -3.376, -1.934], [-0.219, -2.334, -1.329], [-4.023, -2.023, 5.569], [-3.043, -1.079, 6.690], [-2.871, -2.833, 6.636], [-3.208, -0.777, 3.574], [-1.378, -0.448, 1.925], [1.340, -2.414, 4.507], [-0.466, -2.751, 6.184], [0.261, -3.687, 1.698], [-0.709, -5.666, 0.528], [-1.330, -5.451, -1.894], [-1.039, -3.198, -2.964], [-7.456, 4.705, 0.201], [-6.076, 4.144, -0.009], [-5.024, 4.962, -0.391], [-3.753, 4.446, -0.606], [-2.611, 5.337, -0.990], [-3.538, 3.082, -0.444], [-4.578, 2.243, -0.053], [-4.324, 0.777, 0.113], [-5.837, 2.787, 0.164], [-2.122, 2.494, -0.745], [-1.258, 2.789, 0.084], [-2.071, 1.840, -1.787], [-7.436, 5.793, 0.203], [-7.874, 4.364, 1.148], [-8.126, 4.378, -0.595], [-5.197, 6.024, -0.524], [-2.959, 6.330, -1.273], [-2.051, 4.898, -1.813], [-1.924, 5.422, -0.148], [-3.464, 0.615, 0.759], [-4.078, 0.339, -0.853], [-5.191, 0.267, 0.532], [-6.653, 2.143, 0.469], [4.142, 1.307, -1.818], [4.162, 0.310, -2.555], [3.217, -0.245, -3.118], [5.568, -0.289, -2.849], [6.704, 0.315, -2.332], [7.968, -0.157, -2.694], [8.110, -1.236, -3.555], [6.963, -1.847, -4.044], [5.694, -1.383, -3.694], [7.113, -2.945, -4.946], [8.250, -3.295, -5.246], [6.110, -3.481, -5.388], [9.146, 0.485, -2.207], [9.024, 1.447, -1.463], [10.235, 0.047, -2.566], [6.591, 1.156, -1.666], [9.090, -1.586, -3.846], [4.800, -1.848, -4.080]], "lowdin_charge": [1.434, -0.065, -0.289, -0.032, -0.037, -0.259, -0.063, -0.055, 0.504, -0.337, -0.455, -0.365, -0.435, -0.028, -0.107, -0.117, -0.180, 0.115, 0.070, 0.078, 0.067, 0.109, 0.115, 0.107, 0.103, 0.089, 0.093, 0.077, 0.097, -0.079, -0.302, -0.033, -0.219, -0.044, -0.054, -0.216, -0.034, -0.032, -0.745, -0.029, -0.012, 0.061, 0.066, 0.069, 0.099, 0.064, 0.085, 0.083, 0.074, 0.086, 0.066, 0.103, -0.244, -0.794, -0.115, -0.067, 0.090, -0.135, 0.080, -0.134, 0.093, -0.355, 0.051, 0.081, -0.354, 0.078, 0.051, 0.129, 0.124, 0.131], "charge": -2, "e_lumo_ha": 0.1023, "homo_ev": -2.992, "fmax_ev_per_a": 2.25, "gap_ev": 5.78}

[2]
{"formula": "C7H8", "method": "ωB97M-V/def2-TZVPD", "species": ["C", "C", "C", "C", "C", "C", "C", "H", "H", "H", "H", "H", "H", "H", "H"], "positions_angstrom": [[-2.189, 0.738, -0.314], [0.413, 0.664, -0.876], [-0.706, 0.165, -0.208], [-0.425, -0.961, 0.591], [0.991, -1.286, 0.970], [2.015, -0.441, 0.511], [1.705, 0.444, -0.530], [-2.855, -0.023, -0.814], [-2.300, 1.726, -0.753], [-2.577, 0.843, 0.751], [0.286, 1.367, -1.590], [-1.247, -1.423, 0.980], [1.211, -2.214, 1.487], [3.060, -0.543, 0.840], [2.617, 0.945, -1.045]], "lowdin_charge": [-0.041, -0.099, -0.241, -0.024, -0.047, -0.117, -0.114, 0.082, 0.057, 0.086, 0.070, 0.062, 0.087, 0.101, 0.137], "smiles": "Cc1ccccc1", "e_lumo_ha": 0.0397, "homo_ev": -9.018, "fmax_ev_per_a": 4.61, "gap_ev": 10.10}

[3]
{"formula": "C5H7ClS", "method": "ωB97M-V/def2-TZVPD", "species": ["C", "C", "C", "C", "C", "S", "Cl", "H", "H", "H", "H", "H", "H", "H"], "positions_angstrom": [[1.655, -0.394, -0.958], [1.929, -0.203, 0.351], [-2.953, -0.221, -1.044], [-0.393, 0.866, 0.958], [0.779, 0.060, 1.427], [-1.835, -0.373, 0.242], [-0.229, 2.383, 0.301], [2.330, -0.677, -1.763], [0.620, -0.667, -1.202], [2.939, -0.209, 0.671], [-2.546, 0.190, -2.062], [-3.916, -0.586, -0.902], [0.302, -0.828, 1.695], [1.317, 0.659, 2.286]], "lowdin_charge": [-0.010, -0.146, -0.415, -0.902, -0.298, 0.748, 0.664, 0.054, 0.037, 0.069, 0.047, -0.041, 0.047, 0.145], "e_lumo_ha": [0.0278, -0.0418], "spin_multiplicity": 3, "homo_ev": [-7.076, -9.495], "fmax_ev_per_a": 5.00, "gap_ev": [7.83, 8.36]}

[4]
{"formula": "H12O5S", "method": "ωB97M-V/def2-TZVPD", "species": ["S", "H", "H", "H", "H", "O", "H", "H", "O", "H", "H", "O", "H", "H", "O", "H", "H", "O"], "positions_angstrom": [[2.536, 0.154, -0.056], [3.728, 0.050, -0.675], [-0.205, 0.333, 2.958], [-3.049, 1.257, 0.083], [-1.600, 1.841, -0.376], [-2.233, 1.588, 0.492], [-1.525, -0.241, 0.332], [-0.890, -1.454, -0.350], [-1.385, -1.187, 0.432], [-1.085, 2.801, -1.783], [0.400, -0.006, 2.662], [-0.872, 1.931, -1.390], [1.621, -1.689, 0.697], [2.730, -2.543, 1.364], [1.779, -2.490, 1.223], [0.646, -0.291, -1.509], [-0.492, 0.429, -2.035], [-0.105, -0.482, -2.069]], "lowdin_charge": [0.691, -0.205, 0.040, 0.055, -0.051, -0.088, -0.025, 0.006, -0.065, 0.064, 0.016, -0.104, -0.107, 0.035, -0.064, -0.096, -0.004, -0.099], "e_lumo_ha": -0.2469, "homo_ev": -10.033, "fmax_ev_per_a": 1.02, "gap_ev": 3.31}

[5]
{"formula": "C5H15NO4", "method": "ωB97M-V/def2-TZVPD", "species": ["C", "C", "C", "C", "O", "N", "C", "O", "H", "H", "H", "H", "H", "H", "H", "H", "H", "H", "H", "H", "H", "O", "H", "H", "O"], "positions_angstrom": [[0.509, 1.710, -0.160], [1.109, 0.566, 0.689], [0.135, -0.038, 1.701], [-0.992, 0.861, 2.129], [-2.134, 0.472, 2.023], [1.722, -0.534, -0.106], [2.431, -0.204, -1.288], [1.693, -0.001, -2.485], [0.913, 1.701, -1.166], [-0.567, 1.611, -0.191], [0.781, 2.659, 0.301], [1.976, 0.948, 1.237], [0.693, -0.231, 2.626], [-0.289, -0.979, 1.392], [-0.841, 1.833, 2.626], [1.032, -1.273, -0.145], [3.027, 0.688, -1.070], [3.171, -0.975, -1.517], [0.770, -0.246, -2.394], [-2.246, -2.882, 0.334], [-1.559, -2.804, -0.963], [-2.130, -2.269, -0.394], [-3.202, -0.932, -1.078], [-2.627, 0.308, -0.830], [-3.375, 0.011, -1.270]], "lowdin_charge": [-0.028, -0.360, -0.115, -0.264, 0.050, -0.023, -0.311, -0.064, 0.063, 0.065, 0.086, 0.132, 0.128, 0.098, 0.132, 0.098, 0.128, 0.115, 0.079, 0.060, 0.063, -0.039, 0.001, -0.046, -0.049], "smiles": "C[C@@H](CC=O)NCO.O.O", "e_lumo_ha": 0.0041, "homo_ev": -9.441, "fmax_ev_per_a": 3.08, "gap_ev": 9.55}

[6]
{"formula": "C12H11O14P", "method": "ωB97M-V/def2-TZVPD", "species": ["O", "O", "O", "O", "O", "O", "O", "O", "O", "O", "O", "O", "O", "O", "C", "C", "C", "C", "C", "C", "C", "C", "C", "C", "C", "C", "P", "H", "H", "H", "H", "H", "H", "H", "H", "H", "H", "H"], "positions_angstrom": [[4.246, 3.058, -0.572], [-1.563, 2.791, -2.654], [-1.767, -0.283, -1.079], [3.521, -1.882, 3.790], [-0.367, -2.041, 2.398], [2.709, 4.120, -1.954], [-2.858, 4.034, -1.287], [-3.749, 0.783, -1.337], [4.258, -2.639, 1.808], [-0.997, 0.387, 1.871], [-2.438, 2.562, 0.815], [1.761, -0.055, 2.452], [1.229, -3.712, 3.049], [0.870, -3.348, 0.632], [3.062, 3.223, -0.964], [-2.054, 2.989, -1.571], [-2.442, 0.744, -0.943], [3.395, -1.971, 2.561], [2.301, 1.532, 0.791], [0.676, 2.531, -0.601], [1.335, 0.852, 1.473], [-0.012, 0.986, 1.130], [2.014, 2.417, -0.261], [-0.355, 1.843, 0.066], [-1.820, 2.034, -0.384], [2.171, -1.322, 1.876], [0.942, -2.592, 1.991], [3.516, 4.597, -2.232], [-2.992, 3.957, -0.330], [-3.962, -0.111, -1.702], [4.905, -3.047, 2.383], [-0.686, -0.523, 2.157], [-2.152, 2.000, 1.591], [1.133, -3.219, 3.840], [0.111, -3.957, 0.857], [3.350, 1.474, 1.075], [0.439, 3.147, -1.463], [2.381, -1.248, 0.838]], "lowdin_charge": [0.048, 0.149, 0.117, 0.101, -0.214, 0.098, 0.161, 0.126, 0.160, 0.051, 0.014, 0.005, -0.047, -0.058, -0.385, -0.451, -0.378, -0.473, 0.070, 0.068, -0.184, -0.161, -0.111, -0.023, -0.244, -0.210, 0.449, 0.133, 0.105, 0.152, 0.137, 0.050, 0.129, 0.076, 0.134, 0.144, 0.124, 0.140], "smiles": "O=C(O)c1cc(O[C@@H](C(=O)O)P(=O)(O)O)c(O)c(C(O)(C(=O)O)C(=O)O)c1", "e_lumo_ha": 0.0029, "homo_ev": -9.348, "fmax_ev_per_a": 4.16, "gap_ev": 9.43}

[7]
{"formula": "C24H30IMoN4O6PS2", "method": "ωB97M-V/def2-TZVPD", "species": ["Mo", "N", "C", "S", "N", "N", "C", "C", "C", "C", "C", "C", "C", "O", "H", "H", "H", "H", "H", "H", "H", "I", "C", "C", "C", "C", "N", "C", "H", "H", "H", "H", "C", "O", "P", "O", "C", "O", "C", "H", "H", "H", "H", "H", "H", "H", "H", "H", "O", "C", "C", "C", "C", "C", "C", "C", "S", "C", "O", "H", "H", "H", "H", "H", "H", "H", "H", "H", "H"], "positions_angstrom": [[-0.038, 0.012, -0.046], [3.081, 2.336, 1.801], [2.277, 1.660, 0.852], [0.650, 2.324, 0.872], [2.805, 0.672, 0.187], [1.969, -0.081, -0.744], [2.245, 0.250, -1.957], [1.419, -0.185, -3.108], [2.036, -0.797, -4.195], [1.274, -1.207, -5.275], [-0.101, -0.980, -5.261], [-0.705, -0.353, -4.187], [0.021, 0.078, -3.055], [-0.507, 0.698, -2.026], [2.442, 2.811, 2.420], [3.663, 1.656, 2.281], [3.085, 0.906, -2.175], [3.106, -0.967, -4.175], [1.739, -1.701, -6.118], [-0.715, -1.294, -6.095], [-1.777, -0.181, -4.201], [-2.103, -3.981, -4.276], [-1.244, -3.599, -2.405], [-0.924, -4.680, -1.581], [-0.380, -4.426, -0.368], [-0.155, -3.090, 0.017], [-0.456, -2.055, -0.762], [-1.007, -2.321, -1.983], [-1.112, -5.694, -1.909], [-0.116, -5.235, 0.299], [0.289, -2.914, 0.980], [-1.259, -1.500, -2.609], [-4.626, 1.680, 0.325], [-4.114, 0.470, 0.871], [-2.491, 0.266, 0.740], [-2.339, -0.943, 1.926], [-1.014, -1.189, 2.450], [-2.478, -0.674, -0.607], [-3.301, -1.858, -0.664], [-5.706, 1.676, 0.467], [-4.424, 1.751, -0.745], [-4.218, 2.550, 0.842], [-0.556, -0.225, 2.995], [-0.262, -1.530, 1.551], [-1.071, -1.980, 3.172], [-3.218, -2.282, -1.651], [-4.351, -1.615, -0.501], [-2.971, -2.610, 0.054], [-0.549, 0.668, 1.503], [2.655, -4.066, 7.209], [2.111, -3.327, 6.016], [0.752, -3.092, 5.876], [0.254, -2.403, 4.779], [1.131, -1.919, 3.785], [2.493, -2.164, 3.938], [2.974, -2.853, 5.036], [0.633, -0.981, 2.262], [0.411, 0.740, 3.139], [1.882, -0.889, 1.434], [1.854, -4.475, 7.824], [3.250, -3.395, 7.830], [3.283, -4.899, 6.887], [0.061, -3.452, 6.628], [-0.810, -2.256, 4.719], [3.189, -1.813, 3.186], [4.040, -3.024, 5.123], [1.331, 1.031, 3.683], [-0.442, 0.712, 3.846], [0.186, 1.501, 2.293]], "lowdin_charge": [1.384, 0.039, -0.777, 0.807, -0.027, -0.116, -0.052, -0.148, -0.044, -0.100, -0.123, -0.073, -0.411, -0.213, 0.042, 0.082, 0.141, 0.113, 0.096, 0.093, 0.124, 0.946, -0.674, -0.130, -0.028, -0.091, -0.021, -0.207, 0.102, 0.116, 0.089, 0.058, -0.143, -0.344, 0.877, -0.193, -0.457, -0.406, -0.088, 0.082, 0.082, 0.077, 0.026, -0.044, 0.087, 0.058, 0.094, 0.094, -1.062, -0.046, -0.273, -0.032, -0.053, -0.215, -0.052, -0.031, 0.760, -0.204, -0.411, 0.075, 0.086, 0.083, 0.116, 0.100, 0.111, 0.121, 0.089, 0.135, -0.097], "e_lumo_ha": [-0.0075, -0.0108], "spin_multiplicity": 3, "homo_ev": [-5.954, -6.180], "fmax_ev_per_a": 13.44, "gap_ev": [5.75, 5.89]}